Below is a molecular structure, C17H20F5N3PdS2SeSi, with properties calculated with wB97M-V/def2-TZVPD.

```
50
C17H20F5N3PdS2SeSi, DFT wB97M-V/def2-TZVPD
Pd -0.334 0.190 1.960
C 2.677 5.016 -1.698
Si 2.143 3.260 -2.123
C 3.618 2.154 -1.861
C 1.742 3.240 -3.962
C 0.570 2.905 -1.185
C -0.474 3.793 -1.415
C -1.703 3.657 -0.779
C -1.835 2.598 0.104
N -0.865 1.733 0.351
C 0.333 1.844 -0.274
S 1.451 0.606 0.168
H 3.573 5.302 -2.256
H 2.902 5.087 -0.631
H 1.891 5.741 -1.918
H 4.435 2.529 -2.489
H 3.396 1.121 -2.126
H 3.931 2.148 -0.817
H 2.620 3.491 -4.563
H 0.946 3.947 -4.207
H 1.400 2.245 -4.255
H -0.334 4.619 -2.110
H -2.524 4.338 -0.961
H -2.761 2.418 0.641
C 0.873 -3.218 2.750
N -0.094 -2.301 3.317
C 0.290 -0.941 3.515
S -0.903 0.128 4.247
N 1.679 -0.845 3.854
C 2.227 0.493 4.025
H 0.372 -4.170 2.575
H 1.701 -3.396 3.439
H 1.281 -2.893 1.779
H -0.940 -2.316 2.753
H 2.199 -1.340 3.141
H 1.423 1.172 4.306
H 2.675 0.878 3.103
H 2.979 0.497 4.822
F -4.706 -6.932 -2.045
C -4.145 -5.825 -1.507
C -2.958 -5.902 -0.803
F -2.359 -7.103 -0.654
C -2.396 -4.761 -0.260
F -1.244 -4.942 0.409
C -2.960 -3.486 -0.375
Se -2.165 -1.930 0.376
C -4.158 -3.463 -1.095
F -4.819 -2.307 -1.289
C -4.744 -4.587 -1.648
F -5.906 -4.493 -2.331
```

Computed properties:
- Spin multiplicity: 1
- Gap between HOMO and LUMO: 5.40 eV
- E_HOMO: -1.0 eV
- Energy relative to the best compared isomer or geometry (same formula, charge and spin): 0.0 kcal per mole
- Net charge: -2

=====

Below is a single C21H23N3O3S molecule, with properties calculated with wB97M-V/def2-TZVPD.

```
51
C21H23N3O3S, DFT wB97M-V/def2-TZVPD
C -6.872 -0.585 -1.228
H -7.458 -1.146 -1.951
H -7.073 -0.980 -0.237
H -7.181 0.457 -1.263
C -5.388 -0.736 -1.548
N -4.529 -0.034 -0.603
C -4.351 -0.623 0.594
O -4.874 -1.683 0.882
C -3.446 0.074 1.630
N -2.073 0.180 1.219
C -1.341 1.314 1.211
C -0.080 1.079 0.697
C 0.928 2.099 0.525
O 0.925 3.173 1.103
C 2.019 1.781 -0.499
O 1.770 1.457 -1.642
N 3.263 1.952 -0.012
H 3.379 2.211 0.955
C 4.442 1.622 -0.794
C 4.790 0.176 -0.641
C 4.374 -0.862 -1.416
C 4.814 -2.118 -0.939
C 5.551 -2.016 0.195
S 5.725 -0.385 0.709
H 6.008 -2.797 0.769
H 4.591 -3.052 -1.424
H 3.771 -0.729 -2.296
H 4.195 1.821 -1.841
H 5.267 2.263 -0.476
C -0.026 -0.326 0.399
C 0.966 -1.187 -0.065
C 0.667 -2.525 -0.194
C -0.592 -3.028 0.140
C -1.588 -2.204 0.620
C -1.291 -0.853 0.747
H -2.555 -2.596 0.892
H -0.786 -4.084 0.029
H 1.424 -3.205 -0.556
H 1.946 -0.818 -0.322
H -1.745 2.252 1.544
H -3.826 1.073 1.854
H -3.516 -0.539 2.537
C -4.020 1.268 -0.983
H -3.835 1.252 -2.061
C -4.986 2.408 -0.655
H -5.281 2.378 0.392
H -4.502 3.361 -0.853
H -5.883 2.346 -1.265
H -3.062 1.450 -0.499
H -5.127 -1.797 -1.499
H -5.170 -0.362 -2.549
```

Computed properties:
- Spin multiplicity: 1
- Gap between HOMO and LUMO: 8.58 eV
- E_HOMO: -8.3 eV
- Energy relative to the best compared isomer or geometry (same formula, charge and spin): 19.0 kcal per mole
- Net charge: 0

=====

Below is 2 unconnected molecules or ions with the total composition C2H7OS at a distorted geometry, with properties calculated with wB97M-V/def2-TZVPD.

```
11
C2H7OS, DFT wB97M-V/def2-TZVPD
C 0.684 0.508 0.672
S 0.382 2.253 0.395
H 0.033 0.226 1.548
H 1.700 0.302 0.927
H 0.355 -0.047 -0.217
H 0.546 2.355 -0.837
C -1.129 -2.764 -0.995
O -0.164 -2.038 -0.280
H -2.172 -2.254 -1.179
H -1.549 -3.627 -0.272
H -1.042 -3.166 -2.105
```

Computed properties:
- Spin multiplicity: 1
- Gap between HOMO and LUMO: 5.73 eV
- E_HOMO: -2.4 eV
- Energy relative to the best compared isomer or geometry (same formula, charge and spin): 63.2 kcal per mole
- Net charge: -1